An isolated molecule of C3H6N2 in a non-equilibrium geometry. Source: OMol25; level of theory: wB97M-V/def2-TZVPD.

```
11
Properties=species:S:1:pos:R:3:forces:R:3:mulliken_charge:R:1
C -0.18662 1.47464 -1.48400 0.47 -0.30 0.27 -0.2960
C 0.13147 -1.38244 0.33674 0.47 0.33 0.34 -0.3880
C 0.08126 -0.34390 1.39576 0.14 -0.31 -0.29 -0.4102
H 0.40678 2.15251 -2.10092 -0.17 -0.14 0.17 0.2701
H -1.27132 1.40209 -1.61821 0.25 0.06 0.05 0.3529
H 1.09560 -1.55398 -0.14893 -0.36 0.10 0.18 0.3000
H -0.52752 -2.22733 0.40933 -0.27 -0.11 -0.24 0.2458
H 1.00837 0.16707 1.58971 0.06 0.15 0.25 0.3220
H -0.66995 -0.37919 2.15613 -0.04 -0.15 0.52 0.2444
N 0.43271 0.76299 -0.62731 -0.89 0.31 -0.75 -0.4343
N -0.50077 -0.07245 0.09168 0.34 0.05 -0.50 -0.2065
```
Positions in Å, forces in eV/Å.

Results
highest occupied orbital energy: -9.17 eV
charge: 0
orbital gap: 10.53 eV
2S+1: 1
calculated total energy: -227.32336 hartree
relative energy (zero: lowest compared OMol25 entry of this formula, charge and spin): 63.7 kcal/mol



An isolated molecule of C3H6N2 in a non-equilibrium geometry. Source: OMol25; level of theory: wB97M-V/def2-TZVPD.

```
11
Properties=species:S:1:pos:R:3:forces:R:3:mulliken_charge:R:1
C 1.10645 -0.85172 0.08826 1.13 -0.95 0.06 -0.7853
C -0.60483 0.92826 0.17826 0.43 2.06 1.01 -0.5442
C -1.75359 0.05208 -0.00631 -1.63 -2.22 -0.40 0.3637
H 1.10257 -1.00634 1.22093 0.01 0.22 -1.55 0.2602
H 0.47682 -1.63558 -0.40538 0.25 0.48 0.56 0.3115
H 2.17138 -1.01494 -0.31390 -1.50 0.26 0.83 0.2750
H 0.77516 0.68389 -1.28925 0.12 -0.59 1.86 0.2797
H -0.84552 1.88786 -0.37822 0.30 -0.95 0.90 0.2991
H -0.51793 1.15965 1.28520 -0.45 -0.11 -1.14 0.2571
N 0.71536 0.50731 -0.24171 -0.18 0.33 -2.34 -0.3239
N -2.62588 -0.71047 -0.13788 1.52 1.48 0.21 -0.3928
```
Positions in Å, forces in eV/Å.

Results
highest occupied orbital energy: -9.76 eV
charge: 0
orbital gap: 10.58 eV
2S+1: 1
calculated total energy: -227.38374 hartree
relative energy (zero: lowest compared OMol25 entry of this formula, charge and spin): 25.8 kcal/mol



An isolated molecule of C3H6N2 in a non-equilibrium geometry. Source: OMol25; level of theory: wB97M-V/def2-TZVPD.

```
11
Properties=species:S:1:pos:R:3:forces:R:3:mulliken_charge:R:1
C -0.69503 1.09267 -0.19524 -0.15 0.08 0.03 -1.1628
C 0.14066 -0.15708 -0.04289 0.90 0.89 0.16 0.7069
N 0.12737 -0.77456 1.25956 -0.19 -0.02 0.36 -0.6669
C -0.10632 -1.17695 -1.15379 1.49 0.38 -0.59 -0.1146
N 0.84770 -1.19236 -1.82537 -1.23 -1.82 -1.51 -0.3129
H -0.52440 1.51249 -1.19257 -0.10 -0.02 0.20 0.3456
H -1.76300 0.92850 -0.04569 0.07 -0.08 0.05 0.3057
H -0.33015 1.80807 0.54785 -0.16 0.02 -0.08 0.3079
H 1.16751 0.12715 -0.37260 -0.51 0.51 1.31 0.0536
H 0.89296 -0.38619 1.80013 -0.15 -0.19 0.10 0.2633
H 0.24272 -1.78174 1.22061 0.04 0.25 -0.04 0.2743
```
Positions in Å, forces in eV/Å.

Results
highest occupied orbital energy: -9.73 eV
charge: 0
orbital gap: 9.70 eV
2S+1: 1
calculated total energy: -227.33252 hartree
relative energy (zero: lowest compared OMol25 entry of this formula, charge and spin): 57.9 kcal/mol



An isolated molecule of C3H6N2 in a non-equilibrium geometry. Source: OMol25; level of theory: wB97M-V/def2-TZVPD.

```
11
Properties=species:S:1:pos:R:3:forces:R:3:mulliken_charge:R:1
C 0.63620 0.70626 0.22358 0.54 3.47 -0.69 -0.4463
C 0.44899 -0.74443 0.54240 0.62 -0.68 -0.26 -0.2952
C -0.61219 -1.07909 -0.55327 -2.25 -0.12 0.03 -0.2622
H 1.58353 0.88476 -0.45882 -1.86 -0.34 1.13 0.1786
H 0.65851 1.52094 1.04041 0.36 -1.77 -0.82 0.2560
H 0.04679 -0.90225 1.55729 -0.25 -0.05 -0.41 0.2193
H 1.44125 -1.27975 0.55147 -1.16 0.37 -0.46 0.2651
H -0.91815 -2.08056 -0.97140 0.39 1.16 1.02 0.3465
H -1.29079 1.95437 -0.52940 2.87 -2.68 0.62 0.2836
N -1.37901 -0.03145 -0.84954 3.55 -2.47 -0.25 -0.5223
N -0.61513 1.05120 -0.55272 -2.81 3.12 0.09 -0.0231
```
Positions in Å, forces in eV/Å.

Results
highest occupied orbital energy: -7.81 eV
charge: 0
orbital gap: 8.88 eV
2S+1: 1
calculated total energy: -227.33032 hartree
relative energy (zero: lowest compared OMol25 entry of this formula, charge and spin): 59.3 kcal/mol



An isolated molecule of C3H6N2 in a non-equilibrium geometry. Source: OMol25; level of theory: wB97M-V/def2-TZVPD.

```
11
Properties=species:S:1:pos:R:3:forces:R:3:mulliken_charge:R:1
C -1.65608 -0.49574 -0.00935 -1.06 0.30 0.39 -0.7629
C -0.84280 0.77585 -0.13995 0.42 0.47 1.05 0.0725
C 2.35536 -0.09910 0.06674 -1.12 -1.89 -1.42 -0.2799
H -1.09217 -1.42850 -0.13604 -0.19 0.45 -0.30 0.3195
H -2.56943 -0.41091 -0.67853 1.14 -0.38 0.67 0.2535
H -2.07314 -0.52457 1.05654 0.53 0.20 -1.31 0.2184
H -1.43027 1.71213 -0.05521 0.42 -0.52 0.02 0.3171
H 2.90928 -1.07259 -0.09513 -0.07 1.53 0.40 0.2480
H 2.83022 0.82886 0.49880 -0.85 -1.08 -0.39 0.3119
N 0.43966 0.94096 -0.11676 -2.25 0.22 -1.23 -0.4075
N 1.12936 -0.22640 -0.39110 3.03 0.71 2.12 -0.2906
```
Positions in Å, forces in eV/Å.

Results
highest occupied orbital energy: -9.27 eV
charge: 0
orbital gap: 10.01 eV
2S+1: 1
calculated total energy: -227.33947 hartree
relative energy (zero: lowest compared OMol25 entry of this formula, charge and spin): 53.6 kcal/mol



An isolated molecule of C3H6N2 in a non-equilibrium geometry. Source: OMol25; level of theory: wB97M-V/def2-TZVPD.

```
11
Properties=species:S:1:pos:R:3:forces:R:3:mulliken_charge:R:1
C -1.25393 0.47338 -0.18450 -0.15 0.02 -0.11 -0.7939
N -0.29860 0.10804 0.85131 0.12 0.14 0.03 -0.3290
C 0.78616 -0.71394 0.41986 -0.11 -0.26 0.16 -0.4667
C 1.88440 0.25181 -1.70328 -0.03 -0.20 1.10 -0.0965
N 1.60875 -0.12353 -0.62155 0.05 0.31 -1.32 -0.0834
H -0.81164 1.00024 -1.04593 -0.02 -0.10 0.18 0.3001
H -2.02136 1.11346 0.25907 0.11 -0.10 -0.09 0.3047
H -1.75008 -0.43112 -0.55547 0.10 0.13 0.06 0.2751
H 0.04516 0.92940 1.33603 -0.04 -0.10 -0.04 0.2573
H 1.41983 -0.97586 1.26967 -0.05 0.10 -0.15 0.2735
H 0.39130 -1.63190 -0.02521 0.01 0.04 0.18 0.3589
```
Positions in Å, forces in eV/Å.

Results
highest occupied orbital energy: -9.87 eV
charge: 0
orbital gap: 10.85 eV
2S+1: 1
calculated total energy: -227.36672 hartree
relative energy (zero: lowest compared OMol25 entry of this formula, charge and spin): 36.5 kcal/mol



An isolated molecule of C3H6N2 in a non-equilibrium geometry. Source: OMol25; level of theory: wB97M-V/def2-TZVPD.

```
11
Properties=species:S:1:pos:R:3:forces:R:3:mulliken_charge:R:1
C -0.01565 -0.25198 0.04801 0.48 0.22 0.92 -0.1393
C 0.18175 0.82422 1.05705 0.34 -0.25 -0.38 0.0584
C 0.54524 0.61049 2.32499 0.49 -0.42 -0.21 -0.7053
H -0.77136 -1.85942 -1.76917 0.56 1.02 0.06 0.2426
H -0.91103 -0.61340 -2.83324 -0.19 0.08 -0.58 0.2703
H 0.19897 -1.30336 0.33853 -0.26 0.50 -0.09 0.2814
H 0.15065 1.84351 0.63935 -0.29 -0.53 0.33 0.2845
H 0.78972 1.46189 2.96364 -0.19 -0.39 -0.06 0.2444
H 0.76261 -0.41372 2.70884 -0.45 0.92 -0.26 0.2253
N -0.33956 -0.96458 -2.09309 -0.40 -0.20 0.84 -0.5169
N -0.30152 0.07716 -1.13952 -0.09 -0.96 -0.58 -0.2454
```
Positions in Å, forces in eV/Å.

Results
highest occupied orbital energy: -8.76 eV
charge: 0
orbital gap: 9.79 eV
2S+1: 1
calculated total energy: -227.35305 hartree
relative energy (zero: lowest compared OMol25 entry of this formula, charge and spin): 45.0 kcal/mol



A cluster of 2 separate species, C3H6N2 in total in a non-equilibrium geometry. Source: OMol25; level of theory: wB97M-V/def2-TZVPD.

```
11
Properties=species:S:1:pos:R:3:forces:R:3:mulliken_charge:R:1
C -2.27884 -0.03329 0.03034 -0.10 -0.09 0.11 0.5967
C -0.36625 -1.46577 0.09499 0.36 -0.51 0.47 -0.7282
C 0.34815 1.79147 -0.13763 -0.39 -0.30 -0.10 -0.9045
N -3.30957 0.42224 0.32482 -0.81 0.33 0.45 -0.4532
N -1.19043 -0.45667 -0.46809 0.83 0.51 -1.02 -0.3813
H 0.52948 -1.56750 -0.51659 -0.06 -0.03 0.08 0.2498
H -0.07836 -1.26493 1.13237 -0.06 0.01 -0.05 0.3022
H -0.90304 -2.42315 0.08707 0.02 0.07 -0.01 0.3617
H 0.10522 1.86791 0.90163 -0.02 0.02 0.31 0.3462
H 1.22880 1.27473 -0.45312 0.31 -0.12 -0.08 0.3075
H -0.25697 2.30773 -0.85644 -0.08 0.10 -0.15 0.3030
```
Positions in Å, forces in eV/Å.

Results
highest occupied orbital energy (spin up / spin down): -10.16 / -8.91 eV
charge: 0
orbital gap (spin up / spin down): 10.09 / 6.94 eV
2S+1: 1
calculated total energy: -227.26350 hartree
relative energy (zero: lowest compared OMol25 entry of this formula, charge and spin): 101.2 kcal/mol



A structure of composition C3H6N2O in a non-equilibrium geometry. Source: OMol25; level of theory: wB97M-V/def2-TZVPD.

```
12
Properties=species:S:1:pos:R:3:forces:R:3:mulliken_charge:R:1
N 0.15418 -0.34822 -0.90678 -0.43 5.62 -0.21 -0.2436
C -0.41167 -0.69961 0.20345 1.35 -5.56 0.11 0.7303
C 0.64313 2.11796 -0.44040 0.01 -0.03 -0.70 -0.1833
C -0.74262 -0.68779 1.46516 -0.62 0.33 -0.19 -0.8909
O -0.00863 -2.38472 -0.53993 -1.04 0.61 1.42 -0.7060
N -0.40349 1.41817 -0.43807 1.08 -0.91 -1.30 -0.4526
H 0.95405 -2.48278 -0.49949 -0.21 0.24 0.26 0.2850
H -0.42943 -0.49274 -1.73019 -0.07 -0.05 0.19 0.2918
H 0.54398 3.21281 -0.39968 -0.11 -0.26 0.49 0.2719
H 1.65504 1.73475 -0.62461 -0.23 -0.05 0.06 0.2692
H -1.05922 0.23678 1.92902 0.12 0.02 -0.04 0.3231
H -0.89531 -1.62461 1.98153 0.16 0.04 -0.11 0.3052
```
Positions in Å, forces in eV/Å.

Results
highest occupied orbital energy (spin up / spin down): -8.67 / -8.67 eV
charge: 0
orbital gap (spin up / spin down): 8.90 / 8.90 eV
2S+1: 1
calculated total energy: -302.42558 hartree
relative energy (zero: lowest compared OMol25 entry of this formula, charge and spin): 167.9 kcal/mol



An isolated molecule of C3H6N2O in a non-equilibrium geometry. Source: OMol25; level of theory: wB97M-V/def2-TZVPD.

```
12
Properties=species:S:1:pos:R:3:forces:R:3:mulliken_charge:R:1
C 1.06299 -0.26957 0.27033 7.47 0.79 2.96 0.5210
C -0.09459 1.90790 0.35426 0.62 -0.76 -0.01 -0.6439
C -0.69518 -1.71182 -0.57021 -0.32 -1.28 -2.01 -0.6880
N 0.20794 0.58092 -0.26268 0.29 0.29 -0.32 -0.1537
N -0.20638 -0.74790 0.41024 0.19 -0.21 -0.07 -0.1876
O 2.66738 -0.24330 0.84430 -8.20 -0.36 -2.98 -0.5230
H 0.55659 1.97453 1.22922 -0.13 0.45 -0.08 0.3015
H 0.13898 2.69644 -0.39592 -0.39 -0.66 0.62 0.2363
H -1.13307 1.86644 0.67428 -0.03 0.32 -0.23 0.2819
H -0.16403 -2.69676 -0.47070 0.14 1.16 -0.10 0.3010
H -1.73807 -2.05301 -0.42593 0.31 0.98 0.29 0.2521
H -0.60256 -1.30388 -1.65718 0.05 -0.70 1.93 0.3024
```
Positions in Å, forces in eV/Å.

Results
highest occupied orbital energy: -9.66 eV
charge: 0
orbital gap: 9.49 eV
2S+1: 1
calculated total energy: -302.41225 hartree
relative energy (zero: lowest compared OMol25 entry of this formula, charge and spin): 176.2 kcal/mol



An isolated molecule of C3H6N2O. Source: OMol25; level of theory: wB97M-V/def2-TZVPD.

```
12
Properties=species:S:1:pos:R:3:forces:R:3:mulliken_charge:R:1
O -1.11429 2.03678 0.72088 0.36 0.32 -0.43 -0.5843
C -0.41248 1.23465 0.14963 -0.15 0.20 0.25 0.4951
N -0.77898 0.42226 -0.94254 -0.27 0.10 0.20 -0.4317
C -0.41387 -0.88447 -0.38388 0.12 -0.31 -0.01 -0.4980
C 1.01633 -0.57215 0.06361 0.06 -0.15 -0.04 -0.4113
N 0.84992 0.80717 0.53587 -0.18 0.06 0.21 -0.2586
H -1.76274 0.53223 -1.15165 0.02 0.01 0.08 0.2672
H -0.51944 -1.71525 -1.08165 0.06 0.14 0.00 0.3537
H -1.03719 -1.03575 0.51494 0.17 -0.50 -0.21 0.2676
H 1.37817 -1.22966 0.85757 -0.10 0.09 -0.09 0.2866
H 1.71674 -0.61567 -0.77765 -0.11 0.02 0.09 0.2459
H 1.07784 1.01986 1.49486 0.03 0.02 -0.06 0.2677
```
Positions in Å, forces in eV/Å.

Results
highest occupied orbital energy: -9.59 eV
charge: 0
orbital gap: 10.51 eV
2S+1: 1
calculated total energy: -302.67709 hartree
relative energy (zero: lowest compared OMol25 entry of this formula, charge and spin): 10.0 kcal/mol



A structure of composition C3H6N2O in a non-equilibrium geometry. Source: OMol25; level of theory: wB97M-V/def2-TZVPD.

```
12
Properties=species:S:1:pos:R:3:forces:R:3:mulliken_charge:R:1
C 0.04817 -0.26250 0.02381 1.71 0.97 0.42 0.4306
C -0.68707 -1.55516 -0.09835 0.25 -0.07 0.03 -1.1480
N -0.09526 0.72689 -0.96174 -0.72 0.35 0.13 0.1067
C 0.70704 1.49506 0.78385 -1.82 1.33 0.02 -0.2598
O -0.17040 0.46777 1.21576 0.06 -0.03 -0.23 -0.3761
N 0.39406 1.87200 -0.45924 1.31 -1.24 0.43 -0.5095
H 0.02247 0.56873 -1.95134 -0.15 0.06 0.08 0.2440
H 1.43441 0.10459 0.28789 -0.92 -1.46 -0.89 0.2661
H 0.97629 2.22184 1.53355 0.14 0.01 0.03 0.3367
H -1.75186 -1.39686 0.09168 0.09 0.09 -0.01 0.2955
H -0.56558 -1.97247 -1.09815 0.02 -0.02 0.04 0.3316
H -0.31227 -2.26989 0.63228 0.02 0.01 -0.06 0.2823
```
Positions in Å, forces in eV/Å.

Results
highest occupied orbital energy: -9.26 eV
charge: 0
orbital gap: 10.29 eV
2S+1: 1
calculated total energy: -302.52850 hartree
relative energy (zero: lowest compared OMol25 entry of this formula, charge and spin): 103.3 kcal/mol